Entry 1:
{"formula": "C44H59MoN2O6P2S", "method": "the ωB97M-V functional and the def2-TZVPD basis", "species": ["Mo", "C", "C", "C", "P", "C", "C", "C", "C", "C", "C", "C", "C", "C", "N", "C", "C", "C", "C", "C", "C", "P", "C", "C", "C", "C", "C", "C", "H", "H", "H", "H", "H", "H", "H", "H", "H", "H", "H", "H", "H", "H", "H", "H", "H", "H", "H", "H", "H", "H", "H", "H", "H", "H", "H", "H", "H", "H", "H", "H", "H", "H", "H", "H", "C", "C", "C", "C", "C", "C", "C", "S", "O", "O", "N", "C", "C", "C", "O", "O", "H", "H", "H", "H", "H", "H", "H", "H", "H", "H", "H", "H", "C", "C", "C", "C", "C", "C", "C", "C", "C", "C", "O", "O", "H", "H", "H", "H", "H", "H", "H", "H", "H", "H", "H"], "xyz": [[0.65567, -0.52780, 0.95611], [1.99787, -3.07980, 1.84631], [3.35447, -2.47210, 1.48021], [4.38847, -2.95580, 2.49631], [3.05027, -0.61110, 1.36021], [4.45067, -0.03600, 0.25661], [4.20257, 1.37030, -0.27619], [5.86927, -0.16880, 0.80091], [3.04577, -0.26930, 3.14171], [4.15227, -0.14760, 3.96531], [4.00147, -0.06850, 5.34061], [2.73867, -0.18690, 5.89821], [1.62267, -0.27990, 5.08581], [1.74567, -0.24890, 3.69461], [0.64547, -0.15480, 2.83321], [-0.49893, 0.50240, 3.31751], [-0.41623, 1.57240, 4.21281], [-1.55663, 2.22760, 4.63581], [-2.80723, 1.81770, 4.20231], [-2.90193, 0.79140, 3.27881], [-1.76563, 0.14760, 2.80681], [-1.73553, -1.02690, 1.40271], [-2.47033, -2.58000, 2.13691], [-1.33223, -3.29470, 2.86811], [-3.63013, -2.37000, 3.10471], [-2.91183, -0.33330, 0.11691], [-4.38033, -0.73430, 0.22261], [-2.74223, 1.18310, 0.03071], [2.02497, -4.16890, 1.79821], [1.20217, -2.72100, 1.15041], [1.73647, -2.79660, 2.87131], [3.64567, -2.81010, 0.47631], [4.09197, -2.68080, 3.50641], [5.37527, -2.54680, 2.31341], [4.46747, -4.04100, 2.44781], [4.33017, -0.74270, -0.58249], [4.31157, 2.10460, 0.51921], [3.20447, 1.45980, -0.70719], [4.92117, 1.60270, -1.06089], [6.02157, 0.48640, 1.65521], [6.57657, 0.12980, 0.02601], [6.09847, -1.19360, 1.08201], [5.13567, -0.10400, 3.53011], [4.86717, 0.06810, 5.96901], [2.61737, -0.17490, 6.97051], [0.64057, -0.34560, 5.53111], [0.55627, 1.91950, 4.52751], [-1.46573, 3.06840, 5.30411], [-3.69663, 2.30790, 4.56151], [-3.87013, 0.49840, 2.90551], [-2.78873, -3.18920, 1.28561], [-0.79443, -2.59810, 3.51821], [-0.64503, -3.73970, 2.15221], [-1.72893, -4.08960, 3.49691], [-3.31933, -1.77440, 3.95981], [-3.95003, -3.34230, 3.47561], [-4.48953, -1.90190, 2.63921], [-2.51753, -0.76410, -0.81389], [-4.85393, -0.30670, 1.10181], [-4.49593, -1.81450, 0.24721], [-4.91593, -0.36250, -0.65119], [-3.22933, 1.69030, 0.86311], [-3.18313, 1.54560, -0.89609], [-1.68243, 1.45460, 0.02281], [-4.02383, 1.51500, -4.20849], [-2.70783, 2.17770, -3.94259], [-2.49813, 3.51240, -4.28399], [-1.30693, 4.14000, -3.95859], [-0.31293, 3.42350, -3.31909], [-0.48583, 2.09010, -3.00269], [-1.68413, 1.47420, -3.31709], [1.15387, 4.27190, -2.75099], [1.50867, 5.31950, -3.65209], [2.13577, 3.29090, -2.38139], [0.63207, 5.01160, -1.34579], [0.22337, 4.12910, -0.27519], [1.47597, 3.65460, 0.46181], [1.42817, 2.23650, 0.97901], [2.19157, 1.88040, 1.86561], [0.60637, 1.41480, 0.41991], [-4.47993, 1.89930, -5.11709], [-4.71593, 1.71590, -3.38859], [-3.90263, 0.43780, -4.29199], [-3.27013, 4.06540, -4.79949], [-1.12963, 5.17920, -4.19259], [0.31257, 1.55830, -2.50789], [-1.83293, 0.43340, -3.07609], [0.02827, 5.79150, -1.53859], [-0.31733, 3.25660, -0.67289], [-0.44763, 4.65910, 0.40161], [1.74127, 4.31570, 1.28571], [2.29727, 3.68040, -0.26309], [-1.70783, -1.16750, -6.68099], [-1.28613, -1.59990, -5.31699], [-2.12073, -2.36630, -4.51649], [-1.79033, -2.67860, -3.20749], [-2.69833, -3.57040, -2.42919], [-0.59843, -2.15340, -2.66429], [0.32977, -1.50430, -3.51049], [1.70787, -1.11440, -3.05859], [-0.03803, -1.24240, -4.81879], [-0.39823, -2.15370, -1.21239], [-1.05883, -2.80340, -0.38579], [0.46617, -1.31120, -0.72749], [-2.70693, -1.52230, -6.91509], [-1.01873, -1.54270, -7.43339], [-1.69863, -0.07980, -6.74079], [-3.05013, -2.73350, -4.92489], [-3.56093, -3.84460, -3.02939], [-3.03543, -3.10610, -1.50649], [-2.16253, -4.47480, -2.14579], [2.11037, -1.83840, -2.34709], [1.70477, -0.13130, -2.57869], [2.37147, -1.06240, -3.91869], [0.65017, -0.72670, -5.47179]], "mulliken_charge": [-1.667, -0.970, 0.478, -1.465, 1.508, 0.889, -1.085, -1.599, 0.727, -0.999, -0.990, -1.111, -0.534, -0.852, 2.156, -0.073, -0.444, -1.215, -0.861, -0.466, -0.263, 1.516, 0.545, -1.185, -1.635, 2.842, -1.737, -1.711, 0.726, -0.348, 0.202, 0.721, 0.342, 0.271, 0.498, 0.356, 0.350, -0.251, 0.628, 0.349, 0.438, 0.317, 0.316, 0.480, 0.450, 0.679, 0.666, 0.477, 0.496, 0.378, 0.583, 0.156, 0.069, 0.608, 0.334, 0.561, 0.269, -1.313, 0.316, 0.459, 0.426, 0.388, 0.424, 0.230, -1.732, 0.157, -0.876, -0.891, 0.106, -0.310, 0.328, 1.199, -0.722, -0.575, -0.348, -0.283, -1.022, 0.378, -0.413, -0.088, 0.482, 0.346, 0.245, 0.474, 0.541, 0.383, 0.591, 0.366, -0.178, 0.455, 0.476, 0.272, -1.729, 0.865, -1.005, 1.172, -1.258, -0.293, 1.391, -1.428, -0.957, -0.808, -0.636, 0.854, 0.375, 0.401, 0.343, 0.340, 0.474, 0.067, 0.302, 0.266, 0.025, 0.602, 0.430], "charge": 1, "lumo_energy_ha": [-0.131, -0.135], "homo_energy_ev": [-10.6, -10.7], "spin_multiplicity": 3, "energy_ev": -93116.78741, "orbital_gap_ev": [7.1, 7.0]}


Entry 2:
{"formula": "C27H32N2O3PdSb2", "method": "the ωB97M-V functional and the def2-TZVPD basis", "species": ["Pd", "C", "O", "C", "C", "C", "C", "C", "C", "N", "N", "C", "O", "C", "C", "C", "C", "C", "C", "C", "O", "H", "H", "H", "H", "H", "H", "H", "H", "H", "H", "H", "H", "C", "Sb", "C", "C", "C", "C", "C", "C", "C", "C", "C", "Sb", "C", "C", "H", "H", "H", "H", "H", "H", "H", "H", "H", "H", "H", "H", "H", "H", "H", "H", "H", "H", "H", "H"], "xyz": [[-0.37177, 0.25575, -0.69766], [5.51632, -0.32911, -1.61481], [4.12980, -0.05102, -1.44762], [3.75873, 1.24931, -1.51547], [4.55586, 2.31311, -1.64572], [4.00736, 3.65874, -1.72236], [2.71918, 3.89730, -1.65943], [1.78201, 2.79786, -1.49363], [0.47634, 3.07605, -1.42176], [-0.54672, 2.17947, -1.22737], [-1.70562, 2.63945, -1.39980], [-2.69241, 1.70649, -1.27677], [-2.37955, 0.51132, -1.04018], [-4.06193, 2.15761, -1.41198], [-4.35147, 3.51873, -1.55438], [-5.66572, 3.92700, -1.66778], [-6.68984, 2.98714, -1.64620], [-6.40650, 1.63104, -1.50891], [-5.09673, 1.21423, -1.38930], [2.31455, 1.42895, -1.43322], [1.61422, 0.39359, -1.30535], [5.59467, -1.41097, -1.64849], [6.08587, 0.06347, -0.76961], [5.87365, 0.10138, -2.55236], [5.62725, 2.18330, -1.69302], [4.68774, 4.49202, -1.82897], [2.34818, 4.90958, -1.72009], [0.14660, 4.09875, -1.57381], [-3.55268, 4.24550, -1.57871], [-5.89585, 4.97734, -1.77562], [-7.71736, 3.31105, -1.73966], [-7.20965, 0.90798, -1.49752], [-4.86202, 0.16381, -1.28059], [-0.83845, 0.29939, 3.55182], [0.41603, 0.29542, 1.84438], [1.61522, 2.02323, 2.13889], [1.81963, -1.24016, 2.36843], [1.09778, -2.52931, 2.62163], [0.66362, -2.80861, 3.91951], [-0.04202, -3.96190, 4.21406], [-0.32635, -4.87255, 3.20388], [0.10558, -4.61622, 1.91514], [0.81352, -3.45464, 1.60572], [1.24992, -3.24669, 0.18823], [-0.28912, -2.26349, -0.93042], [-2.09266, -3.20723, -0.38507], [0.08606, -2.66628, -2.96903], [-1.45680, -0.59505, 3.56552], [-1.47416, 1.18149, 3.53818], [-0.20095, 0.32234, 4.43322], [2.00174, 2.01879, 3.15677], [1.02709, 2.92569, 1.98241], [2.45418, 2.01885, 1.44362], [2.33615, -0.92013, 3.27370], [2.55623, -1.29513, 1.56759], [0.90693, -2.11666, 4.71703], [-0.35333, -4.15789, 5.23048], [-0.86322, -5.78491, 3.42331], [-0.08713, -5.34402, 1.13580], [1.42690, -4.20746, -0.29600], [2.15856, -2.65507, 0.07946], [-2.00255, -4.27965, -0.54843], [-2.90416, -2.80940, -0.99110], [-2.29048, -3.01340, 0.66768], [0.13597, -3.74937, -3.07372], [1.03397, -2.22184, -3.26464], [-0.71625, -2.27439, -3.58989]], "mulliken_charge": [0.415, -1.019, -0.285, 0.795, -0.576, -0.834, -1.392, 0.849, -0.851, 0.599, -0.615, 0.779, -1.053, 0.512, -0.123, -0.754, -0.348, -0.749, -0.422, 0.763, -0.473, 0.232, 0.404, 0.422, 0.531, 0.428, 0.434, 0.421, 0.428, 0.420, 0.418, 0.427, 0.425, -1.210, 0.867, -1.257, -1.282, 0.526, -0.649, -0.725, -0.733, -0.497, 0.491, -1.421, 1.159, -1.245, -1.166, 0.384, 0.437, 0.371, 0.491, 0.379, 0.347, 0.713, 0.468, 0.456, 0.437, 0.445, 0.476, 0.745, 0.440, 0.435, 0.401, 0.359, 0.426, 0.341, 0.380], "charge": 2, "lumo_energy_ha": [-0.306, -0.306], "homo_energy_ev": [-13.5, -13.5], "energy_ev": -54178.56830, "orbital_gap_ev": [5.2, 5.2]}


Entry 3:
{"formula": "C39H79ClN5O10S", "method": "the ωB97M-V functional and the def2-TZVPD basis", "species": ["C", "C", "C", "Cl", "C", "C", "N", "N", "C", "N", "S", "N", "C", "C", "C", "C", "O", "C", "C", "O", "C", "C", "C", "N", "H", "H", "H", "H", "H", "H", "H", "H", "H", "H", "H", "H", "H", "H", "H", "H", "H", "H", "H", "H", "H", "H", "H", "H", "H", "H", "H", "H", "H", "H", "H", "C", "C", "O", "C", "H", "H", "H", "H", "H", "H", "C", "C", "O", "C", "H", "H", "H", "H", "H", "H", "C", "C", "O", "C", "H", "H", "H", "H", "H", "H", "C", "C", "O", "C", "H", "H", "H", "H", "H", "H", "C", "C", "O", "C", "H", "H", "H", "H", "H", "H", "C", "C", "O", "C", "H", "H", "H", "H", "H", "H", "C", "C", "O", "C", "H", "H", "H", "H", "H", "H", "C", "C", "O", "C", "H", "H", "H", "H", "H", "H"], "xyz": [[5.44536, -1.00994, 2.51273], [5.29560, -0.59287, 1.02681], [4.10363, 0.36412, 0.84123], [2.61281, -0.58067, 1.34831], [3.84597, 0.89198, -0.59658], [4.82278, 0.37362, -1.65752], [4.46312, -1.01506, -1.96195], [4.73277, 1.10929, -2.95836], [3.88115, 2.13541, -3.07484], [3.70394, 2.64034, -4.29557], [4.45869, 1.98538, -5.70293], [3.18987, 2.76536, -2.07794], [1.71601, 2.58780, -2.16531], [0.96792, 3.93609, -1.94932], [-0.39518, 3.79334, -1.23954], [-1.19813, 2.54074, -1.62239], [-2.58495, 2.89666, -1.80420], [-3.40955, 2.11782, -1.01081], [-3.86030, 0.74513, -1.44552], [-3.76164, 2.55279, 0.01952], [3.80090, 2.42908, -0.75845], [3.25393, 3.26512, 0.41414], [1.98166, 2.79386, 1.14518], [1.46287, 3.97443, 1.90212], [5.24790, -0.18778, 3.20390], [4.75840, -1.84079, 2.68226], [6.45516, -1.40793, 2.64456], [6.21456, -0.11610, 0.66778], [5.11325, -1.51976, 0.49045], [4.20639, 1.14078, 1.59839], [2.87118, 0.49211, -0.90102], [5.86700, 0.43653, -1.33766], [3.85398, -1.39968, -1.24837], [5.34319, -1.52363, -2.01865], [5.67388, 1.35082, -3.26812], [3.09181, 3.44264, -4.38917], [4.36248, 0.64092, -5.50638], [1.49639, 2.31886, -3.20307], [1.31460, 1.77167, -1.55911], [0.75567, 4.35019, -2.94287], [1.59233, 4.67710, -1.44693], [-0.30261, 3.90225, -0.15718], [-1.00314, 4.65038, -1.55004], [-1.16717, 1.85463, -0.76568], [-0.84856, 2.06146, -2.54350], [-3.53119, -0.00591, -0.73818], [-4.94917, 0.71637, -1.47433], [-3.50400, 0.47448, -2.44454], [4.85245, 2.74135, -0.85660], [3.12418, 4.30798, 0.10523], [4.05067, 3.30190, 1.16314], [2.27393, 2.08116, 1.91314], [1.17145, 2.43292, 0.50419], [0.47898, 3.80229, 2.10741], [1.42525, 4.76526, 1.25792], [-4.21074, 1.28554, 5.32980], [-3.43270, 2.23057, 4.45029], [-2.74169, 3.10966, 4.91652], [-3.55210, 2.03538, 2.95932], [-4.03462, 1.53745, 6.37441], [-5.27934, 1.37487, 5.11925], [-3.88280, 0.25862, 5.15501], [-4.58961, 2.15603, 2.64793], [-3.19565, 1.04105, 2.68353], [-2.94577, 2.77955, 2.44817], [-9.38080, 2.92575, 3.01679], [-7.95135, 2.84508, 3.48397], [-7.57354, 1.94745, 4.20864], [-7.00887, 3.92392, 3.01443], [-9.94370, 2.09043, 3.42926], [-9.83380, 3.85751, 3.35996], [-9.42055, 2.87409, 1.92731], [-7.35850, 4.89896, 3.35764], [-6.94530, 3.91214, 1.92490], [-6.01831, 3.74191, 3.42727], [2.19361, -4.56748, 1.33715], [3.04369, -4.17002, 0.16075], [3.49089, -3.04239, 0.06022], [3.31483, -5.22194, -0.87830], [2.07879, -3.71484, 2.00599], [1.20744, -4.88277, 0.99336], [2.67010, -5.38379, 1.87983], [2.37592, -5.56553, -1.31550], [3.84041, -6.06308, -0.42407], [3.93608, -4.79642, -1.66737], [6.58766, -2.15980, -5.40918], [7.26771, -1.35780, -4.32974], [6.97182, -1.49552, -3.16073], [8.33015, -0.37871, -4.76208], [5.84888, -2.82037, -4.95877], [6.08288, -1.49175, -6.11006], [7.32189, -2.76383, -5.94399], [7.90074, 0.36711, -5.43478], [9.13917, -0.90610, -5.26868], [8.73564, 0.12737, -3.88693], [-10.28962, 2.15509, 8.51330], [-10.03183, 3.13260, 7.39272], [-10.93580, 3.73428, 6.85743], [-8.59822, 3.32667, 6.96738], [-11.35808, 2.11262, 8.71647], [-9.94477, 1.16006, 8.22708], [-9.77118, 2.47825, 9.41753], [-8.18568, 2.38146, 6.61287], [-8.00793, 3.70374, 7.80462], [-8.55926, 4.05275, 6.15691], [3.42424, -9.74003, 1.90736], [3.88028, -8.69459, 0.92320], [3.33155, -7.61430, 0.84736], [5.04770, -9.04859, 0.03635], [2.58110, -9.35613, 2.47864], [3.11013, -10.64013, 1.37669], [4.23533, -9.98307, 2.59554], [4.80175, -9.91937, -0.57303], [5.92699, -9.26264, 0.64564], [5.27205, -8.21104, -0.62231], [-5.57689, -3.69408, 0.70116], [-5.15597, -2.24675, 0.70435], [-4.73118, -1.70854, -0.29685], [-5.28696, -1.49479, 2.00504], [-5.43148, -4.11106, -0.29372], [-4.97299, -4.25952, 1.41275], [-6.63180, -3.77643, 0.96733], [-4.67041, -1.96644, 2.77254], [-6.32948, -1.48343, 2.32734], [-4.95251, -0.46837, 1.86554], [0.15752, 1.05572, -9.09867], [0.33353, 0.08478, -7.95687], [-0.17065, -1.01225, -7.97241], [1.17305, 0.54429, -6.78482], [-0.46282, 0.59919, -9.86704], [-0.33185, 1.96493, -8.74483], [1.12820, 1.30497, -9.53139], [0.72571, 1.43126, -6.33062], [2.18647, 0.76857, -7.11793], [1.21475, -0.25019, -6.03989]], "mulliken_charge": [-1.363, -0.541, 0.141, -0.142, -0.294, -0.308, -0.565, 0.072, 0.431, -0.222, -0.141, 0.518, -1.231, -0.829, -0.699, -0.327, -0.436, 0.526, -0.834, -0.423, -1.397, -1.910, -0.116, -0.773, 0.333, 0.267, 0.402, 0.434, 0.109, 0.764, 0.635, 0.507, 0.028, 0.550, 0.408, 0.319, 0.158, 1.085, 0.186, 0.362, 0.329, -0.028, 0.601, 0.398, 0.198, 0.262, 0.347, 0.382, 0.448, 0.796, 0.697, 0.237, 0.248, 0.239, 0.312, -0.867, 0.687, -0.599, -0.777, 0.321, 0.115, 0.306, 0.198, 0.438, 0.248, -1.272, 0.908, -0.543, -1.057, 0.308, 0.324, 0.403, 0.402, 0.365, 0.138, -1.067, 0.652, -0.370, -0.865, 0.231, 0.367, 0.286, 0.371, 0.065, 0.270, -1.133, 0.875, -0.572, -1.190, 0.284, 0.256, 0.399, 0.286, 0.431, 0.302, -1.109, 0.787, -0.558, -0.886, 0.310, 0.305, 0.324, 0.232, 0.451, 0.139, -1.176, 0.830, -0.470, -1.083, 0.299, 0.333, 0.337, 0.342, 0.332, 0.232, -1.235, 0.762, -0.512, -0.722, 0.331, 0.320, 0.335, 0.365, 0.365, -0.074, -1.103, 0.588, -0.536, -0.737, 0.303, 0.325, 0.316, 0.290, 0.205, 0.365], "charge": 1, "lumo_energy_ha": -0.093, "homo_energy_ev": -10.4, "energy_ev": -93000.52690, "orbital_gap_ev": 7.9}


Number 1: strongest force on any atom 0.0458 Eh/bohr. Number 2: strongest force on any atom 0.0389 Eh/bohr. Number 3: strongest force on any atom 0.0475 Eh/bohr.